No. 1
ORCA calculation (wB97M-V/def2-TZVPD) on a structure of composition C3HNO2S.

Output
Gap between HOMO and LUMO (eV): 8.11
HOMO level (eV): -10.03

The geometry in ORCA input format:
```
! RIJCOSX wB97M-V def2-TZVPD def2/J DEFGRID3
* xyz 0 1
C 0.989 1.911 0.038
C -1.138 -0.919 0.109
C 0.234 -0.904 -0.268
N 1.395 2.663 -0.749
O -2.103 -0.253 -0.297
O 1.141 -1.405 -0.805
S 0.586 0.782 1.207
H -1.104 -1.873 0.764
*
```

No. 2
ORCA calculation (wB97M-V/def2-TZVPD) on an isolated molecule of C4H12N2S.

Output
Gap between HOMO and LUMO (eV): 9.49
HOMO level (eV): -8.69
SMILES: NCNCCCS

The geometry in ORCA input format:
```
! RIJCOSX wB97M-V def2-TZVPD def2/J DEFGRID3
* xyz 0 1
C -0.450 0.726 0.620
N -0.199 -0.666 0.404
C -0.141 -1.674 1.531
N -0.048 -3.168 1.070
C 0.597 1.665 -0.183
C 0.619 1.305 -1.631
S -0.962 1.611 -2.459
H -1.400 1.182 0.481
H -0.195 0.719 1.730
H -0.835 -1.145 -0.297
H -1.069 -1.353 2.152
H 0.686 -1.442 2.296
H -1.002 -3.330 0.874
H 0.450 -3.065 0.276
H 0.522 2.782 0.116
H 1.431 1.467 0.453
H 1.444 1.936 -2.135
H 0.974 0.268 -1.709
H -0.424 2.182 -3.589
*
```

No. 3
ORCA calculation (wB97M-V/def2-TZVPD) on an isolated molecule of C2H3FN3P.

Output
Gap between HOMO and LUMO (eV): 9.20
HOMO level (eV): -9.30
SMILES: [H]/N=C(F)/N=N\C#[PH2]

The geometry in ORCA input format:
```
! RIJCOSX wB97M-V def2-TZVPD def2/J DEFGRID3
* xyz 0 1
C 0.854 -0.447 -1.322
C -0.938 0.655 0.106
N 0.146 0.518 -1.881
N -0.733 0.920 -1.020
N 0.794 -0.835 -0.120
F 1.905 -0.770 -2.205
P -1.401 0.984 1.715
H 1.561 -1.394 0.235
H -0.200 0.650 2.147
H -1.989 -0.282 2.346
*
```

No. 4
ORCA calculation (wB97M-V/def2-TZVPD) on an isolated molecule of C7H15N.

Output
Gap between HOMO and LUMO (eV): 9.40
HOMO level (eV): -8.60
SMILES: C=C(CN)C(C)(C)C

The geometry in ORCA input format:
```
! RIJCOSX wB97M-V def2-TZVPD def2/J DEFGRID3
* xyz 0 1
C 0.263 -0.394 0.763
C 0.313 1.289 -1.056
C 0.794 -1.780 0.416
C -0.885 -0.475 1.762
C 1.388 0.431 1.378
C -0.535 0.173 -0.805
N -0.240 1.981 -2.500
C -1.561 -0.462 -1.313
H -0.191 1.308 -3.262
H -1.210 2.277 -2.408
H 0.199 2.115 -0.357
H 1.338 1.031 -1.310
H 1.202 -2.273 1.304
H 0.009 -2.425 0.025
H 1.592 -1.718 -0.324
H -0.538 -0.879 2.718
H -1.302 0.514 1.957
H -1.685 -1.126 1.415
H 2.250 0.509 0.717
H 1.056 1.431 1.656
H 1.742 -0.048 2.295
H -2.016 -0.147 -2.241
H -1.981 -1.331 -0.829
*
```

No. 5
ORCA calculation (wB97M-V/def2-TZVPD) on a structure of composition C30H44Br36FI2N5O6PS.

Output
Gap between HOMO and LUMO (eV): 7.46
HOMO level (eV): -10.58

The geometry in ORCA input format:
```
! RIJCOSX wB97M-V def2-TZVPD def2/J DEFGRID3
* xyz 1 1
C -1.739 5.210 2.340
O -1.523 5.856 1.094
C -2.525 5.625 0.115
C -1.928 4.992 -1.151
C -2.159 3.481 -1.244
C -1.371 2.699 -0.174
C 0.006 2.226 -0.691
N 0.128 0.738 -0.718
C 0.935 0.265 -1.726
N 0.632 0.190 -2.978
C -0.717 0.549 -3.433
O -0.962 0.192 -4.750
C -0.508 -1.096 -5.055
C -1.106 -2.353 -4.443
O 0.421 -1.185 -5.800
N 2.134 -0.137 -1.224
F 2.561 -1.302 -1.856
C 2.207 -0.128 0.291
N 2.497 -1.378 0.940
C 3.625 -1.849 0.831
S 5.015 -2.447 0.574
C 3.193 1.074 0.626
I 3.737 2.336 -1.099
C 2.867 1.970 1.826
C 3.905 3.137 1.915
I 3.187 0.917 3.694
C 0.628 0.004 0.439
C 0.053 -1.463 0.090
O -1.217 -1.334 -0.537
C -2.055 -2.442 -0.246
P -0.173 0.247 2.104
N -0.238 1.722 2.557
O 0.499 -0.724 3.165
O -1.679 -0.313 2.009
H -0.766 4.827 2.665
H -2.383 4.331 2.263
H -2.093 5.883 3.122
H -3.386 5.067 0.490
H -2.903 6.608 -0.184
H -2.435 5.473 -1.992
H -0.866 5.236 -1.229
H -3.227 3.307 -1.085
H -1.949 3.133 -2.259
H -1.996 1.850 0.103
H -1.191 3.327 0.692
H 0.836 2.733 -0.202
H 0.042 2.554 -1.731
H 1.371 -0.152 -3.597
H -1.408 0.063 -2.730
H -0.914 1.614 -3.346
H -1.243 -2.296 -3.362
H -0.375 -3.138 -4.630
H -2.005 -2.636 -4.978
H 4.169 0.649 0.866
H 1.908 2.476 1.780
H 4.911 2.821 1.647
H 3.560 4.027 1.396
H 3.960 3.421 2.965
H 0.694 -2.015 -0.603
H -0.088 -2.086 0.974
H -2.206 -2.580 0.829
H -1.662 -3.378 -0.657
H -3.040 -2.285 -0.683
H 0.213 1.867 3.455
H 0.540 -1.642 2.855
H -2.150 0.108 1.276
C -1.559 9.947 -0.028
Br -3.309 10.007 0.775
Br -0.216 9.360 1.219
Br -1.548 8.887 -1.638
H -1.307 10.958 -0.314
C -5.528 -1.837 -4.032
Br -5.745 -2.534 -2.254
Br -4.251 -0.394 -4.044
Br -5.095 -3.237 -5.289
H -6.469 -1.409 -4.348
C 9.636 -2.409 0.541
Br 8.020 -3.133 -0.228
Br 9.325 -0.687 1.343
Br 10.443 -3.640 1.773
H 10.334 -2.262 -0.271
C 4.243 -1.388 -5.752
Br 4.275 -0.009 -4.400
Br 3.328 -2.962 -5.115
Br 3.518 -0.751 -7.411
H 5.270 -1.667 -5.939
C -1.721 6.985 6.243
Br -2.308 7.535 7.986
Br -2.020 5.098 5.956
Br -2.509 8.062 4.849
H -0.654 7.146 6.199
C -3.282 -0.992 -8.673
Br -4.966 -0.849 -7.739
Br -1.839 -1.384 -7.444
Br -3.341 -2.301 -10.079
H -3.096 -0.034 -9.136
C 0.594 -5.052 0.221
Br 1.850 -5.729 1.507
Br -1.201 -5.041 0.924
Br 1.133 -3.322 -0.451
H 0.601 -5.733 -0.620
C -6.775 -5.541 0.626
Br -4.985 -4.823 0.730
Br -7.114 -6.337 -1.092
Br -7.143 -6.758 2.066
H -7.455 -4.708 0.733
C 2.414 -8.144 -2.035
Br 3.669 -8.803 -0.738
Br 0.612 -8.150 -1.351
Br 2.906 -6.398 -2.688
H 2.437 -8.821 -2.877
C -3.476 -5.452 5.073
Br -4.935 -4.204 4.924
Br -3.879 -7.131 4.225
Br -1.832 -4.709 4.401
H -3.331 -5.652 6.125
C 11.935 -7.723 2.445
Br 13.019 -7.112 0.977
Br 12.214 -6.657 4.024
Br 10.072 -7.812 1.967
H 12.252 -8.729 2.680
C -6.661 6.773 8.890
Br -6.451 8.668 8.620
Br -8.492 6.218 8.672
Br -5.470 5.765 7.764
H -6.385 6.565 9.913
*
```

No. 6
ORCA calculation (wB97M-V/def2-TZVPD) on a cluster of 2 separate species, C3H6O2 in total.

Output
Gap between HOMO and LUMO (alpha / beta) (eV): 8.46 / 7.34
HOMO level (alpha / beta) (eV): -8.62 / -7.80

The geometry in ORCA input format:
```
! RIJCOSX wB97M-V def2-TZVPD def2/J DEFGRID3
* xyz 0 1
C 0.106 -1.360 0.170
C 0.721 -0.274 0.319
C 1.405 0.924 -0.090
O -2.268 -0.259 -0.238
O -1.433 0.830 -0.525
H -1.077 -1.243 0.104
H 0.400 -2.398 0.218
H 1.472 1.631 0.759
H 2.333 0.813 -0.588
H 0.868 1.484 -0.901
H -2.527 -0.147 0.773
*
```

No. 7
ORCA calculation (wB97M-V/def2-TZVPD) on a structure of composition C42H50Cl3F5NO2P2S2ScSeSiTe.

Output
Gap between HOMO and LUMO (eV): 7.32
HOMO level (eV): -7.39

The geometry in ORCA input format:
```
! RIJCOSX wB97M-V def2-TZVPD def2/J DEFGRID3
* xyz 0 1
Sc -0.066 -0.371 -0.413
Cl -2.157 -3.459 -1.195
C -1.631 -3.223 -2.872
Cl -0.533 -1.829 -2.932
H -2.496 -3.008 -3.497
H -1.087 -4.104 -3.206
Cl 2.628 0.177 0.308
C 2.874 0.971 1.825
C 3.963 0.668 2.619
C 4.132 1.354 3.811
C 3.211 2.313 4.200
C 2.102 2.586 3.412
C 1.927 1.928 2.200
P 0.545 2.212 1.010
C -0.585 3.179 2.072
C -0.536 4.559 2.241
C -1.452 5.182 3.072
C -2.396 4.436 3.759
C -2.427 3.057 3.616
C -1.538 2.432 2.763
C 1.367 3.502 -0.011
C 0.555 4.337 -0.774
C 1.111 5.272 -1.625
C 2.488 5.380 -1.737
C 3.300 4.551 -0.983
C 2.749 3.613 -0.128
H 4.664 -0.090 2.307
H 4.980 1.128 4.437
H 3.360 2.848 5.127
H 1.368 3.309 3.739
H 0.219 5.135 1.726
H -1.432 6.255 3.188
H -3.121 4.929 4.392
H -3.147 2.472 4.172
H -1.580 1.358 2.613
H -0.518 4.238 -0.714
H 0.461 5.902 -2.212
H 2.928 6.093 -2.417
H 4.374 4.618 -1.068
H 3.411 2.974 0.437
F -1.814 1.956 -7.672
C -1.217 1.726 -6.497
C -0.322 0.669 -6.363
F -0.078 -0.123 -7.414
C 0.306 0.435 -5.147
F 1.140 -0.598 -5.054
C 0.057 1.237 -4.029
Se 1.004 1.047 -2.399
C -0.855 2.279 -4.189
F -1.139 3.058 -3.122
C -1.499 2.524 -5.391
F -2.392 3.516 -5.492
C -3.026 4.872 -0.689
Te -2.811 2.715 -0.715
C -4.390 2.509 0.740
H -4.076 5.123 -0.750
H -2.519 5.274 -1.556
H -2.609 5.305 0.214
H -4.221 3.201 1.557
H -4.383 1.493 1.114
H -5.350 2.713 0.278
C 1.712 -6.443 -1.289
C 1.923 -5.116 -2.010
C 2.367 -5.289 -3.456
O 2.914 -4.404 -1.266
P 2.779 -2.837 -0.925
S 3.196 -1.694 -2.461
S 0.935 -2.686 -0.032
O 3.929 -2.642 0.160
C 4.347 -3.468 1.253
C 5.158 -4.655 0.750
C 3.172 -3.908 2.113
H 0.944 -7.036 -1.778
H 1.405 -6.256 -0.263
H 2.641 -7.009 -1.280
H 0.989 -4.537 -1.981
H 3.282 -5.874 -3.506
H 2.549 -4.315 -3.906
H 1.591 -5.803 -4.019
H 5.000 -2.795 1.831
H 4.528 -5.287 0.130
H 5.534 -5.235 1.590
H 5.998 -4.307 0.153
H 2.525 -4.581 1.556
H 2.584 -3.043 2.418
H 3.533 -4.422 3.001
C -2.754 -1.367 3.812
Si -1.559 -1.682 2.348
C 0.137 -1.079 3.010
C -1.590 -3.582 2.148
N -1.728 -0.818 0.842
C -2.920 -0.762 0.166
C -2.944 -0.298 -1.165
C -4.113 -0.191 -1.898
C -5.325 -0.521 -1.320
C -5.332 -0.988 -0.012
C -4.167 -1.128 0.708
H -2.217 -1.538 4.741
H -3.593 -2.055 3.809
H -3.148 -0.356 3.831
H 0.831 -1.909 3.061
H 0.056 -0.662 4.008
H 0.576 -0.315 2.359
H -1.343 -4.072 3.082
H -0.871 -3.915 1.407
H -2.569 -3.942 1.848
H -1.986 0.007 -1.627
H -4.073 0.168 -2.919
H -6.244 -0.409 -1.874
H -6.273 -1.243 0.452
H -4.204 -1.512 1.713
*
```

No. 8
ORCA calculation (wB97M-V/def2-TZVPD) on an isolated molecule of C4H3N3O.

Output
Gap between HOMO and LUMO (eV): 9.58
HOMO level (eV): -9.09
SMILES: C#Cc1ncnn1O

The geometry in ORCA input format:
```
! RIJCOSX wB97M-V def2-TZVPD def2/J DEFGRID3
* xyz 0 1
C 1.622 -1.237 0.005
C -0.252 -0.177 -0.243
C -1.630 0.177 -0.018
C -2.893 -0.075 -0.017
H 1.447 2.367 0.345
H 2.250 -2.140 -0.116
H -3.998 -0.368 0.342
N 0.712 0.741 0.039
N 1.856 0.145 0.094
N 0.275 -1.413 -0.199
O 0.610 1.979 -0.232
*
```

No. 9
ORCA calculation (wB97M-V/def2-TZVPD) on a cluster of 2 separate species, C16H29ClNO3 in total.

Output
Gap between HOMO and LUMO (eV): 8.79
HOMO level (eV): -12.59

The geometry in ORCA input format:
```
! RIJCOSX wB97M-V def2-TZVPD def2/J DEFGRID3
* xyz 1 1
C 1.954 3.255 1.303
C 1.080 3.989 0.308
O 1.208 3.355 -0.945
C 0.113 3.581 -1.811
C -1.093 2.711 -1.467
O -1.276 1.630 -2.377
C -0.387 0.573 -2.154
C -0.731 -0.235 -0.931
C 0.162 -1.105 -0.325
C -0.239 -1.801 0.803
C -1.517 -1.602 1.305
C -2.400 -0.736 0.671
C -3.798 -0.528 1.175
C -4.418 0.826 0.813
C -3.849 1.985 1.625
Cl -5.157 3.116 2.089
N -1.965 -0.087 -0.426
H 1.637 2.215 1.336
H 2.977 3.257 0.940
H 1.909 3.713 2.283
H 1.364 5.041 0.257
H 0.051 3.957 0.679
H -0.181 4.630 -1.765
H 0.442 3.382 -2.825
H -1.999 3.308 -1.513
H -0.982 2.377 -0.433
H 0.649 0.904 -2.084
H -0.442 -0.099 -3.009
H 1.145 -1.205 -0.752
H 0.460 -2.475 1.274
H -1.844 -2.115 2.193
H -4.426 -1.343 0.827
H -3.734 -0.594 2.256
H -5.477 0.756 1.029
H -4.354 0.999 -0.261
H -3.401 1.654 2.554
H -3.139 2.580 1.064
H -2.596 0.551 -0.900
C 2.943 -5.161 -0.738
C 3.384 -3.757 -0.357
C 4.888 -3.672 -0.161
O 2.706 -3.331 0.834
H 3.202 -5.869 0.054
H 1.862 -5.203 -0.875
H 3.423 -5.488 -1.660
H 3.079 -3.056 -1.137
H 5.204 -4.335 0.648
H 5.184 -2.659 0.111
H 5.420 -3.959 -1.067
H 2.961 -3.932 1.543
*
```

No. 10
ORCA calculation (wB97M-V/def2-TZVPD) on the ion C17H28N3O3 with charge +1.

Output
Gap between HOMO and LUMO (eV): 7.85
HOMO level (eV): -10.33
SMILES: COc1ccc(NC(=O)[C@H]2CCCC[N@@H+]2N)cc1OCC(C)C

The geometry in ORCA input format:
```
! RIJCOSX wB97M-V def2-TZVPD def2/J DEFGRID3
* xyz 1 1
C -3.505 4.246 -0.565
H -3.500 5.304 -0.820
O -2.187 3.802 -0.794
C -1.860 2.511 -0.524
C -2.786 1.568 -0.091
C -2.435 0.252 0.143
C -1.121 -0.149 -0.051
C -0.176 0.778 -0.462
C -0.514 2.107 -0.702
O 0.519 2.855 -1.140
C 0.522 4.274 -1.076
C 0.556 4.804 0.363
C 1.823 4.333 1.072
H 1.904 3.249 1.028
H 2.702 4.764 0.598
H 1.810 4.638 2.115
C 0.468 6.326 0.349
H 0.488 6.713 1.365
H -0.453 6.655 -0.126
H 1.308 6.750 -0.196
H -0.314 4.404 0.895
H -0.327 4.693 -1.620
H 1.446 4.551 -1.593
H 0.851 0.496 -0.617
N -0.808 -1.508 0.189
C 0.373 -2.115 0.097
O 1.456 -1.624 -0.180
C 0.339 -3.647 0.354
C -0.178 -4.346 -0.907
C 0.009 -5.858 -0.832
C 1.483 -6.173 -0.608
C 1.963 -5.501 0.669
N 1.762 -4.033 0.611
N 2.356 -3.447 1.755
H 2.490 -2.449 1.612
H 1.797 -3.607 2.588
H 2.285 -3.635 -0.192
H 3.025 -5.676 0.845
H 1.403 -5.873 1.531
H 1.634 -7.248 -0.515
H 2.073 -5.827 -1.458
H -0.335 -6.312 -1.760
H -0.589 -6.271 -0.018
H -1.233 -4.101 -1.037
H 0.358 -3.952 -1.774
H -0.251 -3.917 1.235
H -1.615 -2.063 0.441
H -3.187 -0.451 0.469
H -3.814 1.855 0.056
H -4.222 3.725 -1.205
H -3.792 4.129 0.484
*
```

No. 11
ORCA calculation (wB97M-V/def2-TZVPD) on a structure of composition C14H24BF4IN4O3RhS.

Output
Gap between HOMO and LUMO (alpha / beta) (eV): 7.79 / 6.39
HOMO level (alpha / beta) (eV): -11.29 / -11.70

The geometry in ORCA input format:
```
! RIJCOSX wB97M-V def2-TZVPD def2/J DEFGRID3
* xyz 1 5
Rh -1.779 -0.556 0.124
C 1.569 2.916 -0.414
N 2.006 1.604 0.058
C 3.428 1.501 0.387
C 1.147 0.585 0.086
O -0.009 0.727 -0.352
C 1.641 -0.764 0.587
O 0.572 -1.639 0.836
C 0.376 -2.051 2.178
C -0.661 -1.149 2.827
O -1.105 -0.179 2.158
N -1.061 -1.388 4.053
C -2.142 -0.606 4.654
C -0.586 -2.527 4.838
H 1.886 3.670 0.306
H 0.490 2.933 -0.509
H 2.030 3.143 -1.378
H 3.665 2.154 1.226
H 4.023 1.813 -0.471
H 3.717 0.489 0.639
H 2.262 -0.646 1.470
H 2.257 -1.191 -0.210
H 1.311 -1.996 2.739
H 0.037 -3.080 2.162
H -2.353 0.263 4.044
H -1.840 -0.294 5.653
H -3.029 -1.234 4.718
H -0.090 -3.260 4.214
H -1.450 -3.015 5.286
H 0.091 -2.196 5.624
F -3.928 -3.756 0.774
B -3.094 -2.875 1.388
F -1.812 -2.811 0.678
F -2.834 -3.160 2.720
F -3.568 -1.519 1.254
I -3.453 1.346 -0.430
C -1.659 2.840 -4.229
C -0.741 1.714 -3.880
C 0.598 1.650 -4.152
C 1.307 0.527 -3.732
N 0.737 -0.481 -3.056
C -0.557 -0.397 -2.797
S -1.430 -1.650 -1.950
N -1.268 0.663 -3.229
C 2.767 0.387 -4.025
H -1.106 3.657 -4.683
H -2.164 3.205 -3.332
H -2.424 2.502 -4.930
H 1.080 2.454 -4.690
H -2.247 0.702 -2.928
H 3.205 1.314 -4.389
H 2.903 -0.387 -4.784
H 3.288 0.050 -3.129
*
```

No. 12
ORCA calculation (wB97M-V/def2-TZVPD) on a cluster of 2 separate species, C6H8N2O2 in total.

Output
Gap between HOMO and LUMO (eV): 9.55
HOMO level (eV): -9.27
SMILES: N#C[C@@H]1CC(N)=CC1=O.O

The geometry in ORCA input format:
```
! RIJCOSX wB97M-V def2-TZVPD def2/J DEFGRID3
* xyz 0 1
N 0.599 3.019 -0.930
C 0.544 1.870 -0.269
C 1.303 1.495 0.821
C 0.935 0.193 1.251
O 1.391 -0.479 2.177
C -0.231 -0.311 0.359
C -0.410 0.788 -0.705
C 0.002 -1.660 -0.167
N 0.369 -2.674 -0.603
H -0.008 3.202 -1.716
H 1.329 3.694 -0.747
H 2.148 2.053 1.220
H -1.117 -0.372 1.009
H -1.439 1.169 -0.738
H -0.148 0.447 -1.715
O -2.102 -4.268 0.105
H -1.966 -3.814 0.961
H -1.199 -4.352 -0.312
*
```

no.,strongest force on any atom (eV/A),DFT total energy (eV)
1,4.1,-19544.1895
2,6.2,-18155.8249
3,3.5,-18595.0586
4,6.8,-8990.0419
5,14.7,-2612111.3381
6,2.9,-7295.5941
7,1.3,-242576.6061
8,6.9,-10708.3107
9,0.8,-37211.0738
10,0.9,-28689.6491
11,0.8,-60501.2464
12,2.4,-13426.5267